1.
C4H9I2N2 | ωB97M-V with the def2-TZVPD basis set

Element x y z (Å)
C  0.297009  1.297010  -0.286134
C  -1.902162  0.637569  -0.991981
C  1.367618  0.373062  0.211543
C  -0.136117  -1.112748  1.610153
N  -0.578713  0.688443  -1.368539
N  0.870425  -0.993436  0.520990
I  -2.108137  -1.126761  0.562105
I  0.292470  -3.063244  2.525091
H  -0.306247  1.611893  0.575385
H  0.883500  2.085870  -0.671965
H  -2.725750  0.201167  -1.543543
H  -2.250098  1.305775  -0.311909
H  2.181539  0.236825  -0.475841
H  1.820547  0.928749  1.044120
H  0.011834  0.102799  -1.959165
H  0.555268  -1.602122  -0.231446
H  1.727013  -1.570849  0.791136

Forces on atoms 1 to 6 (eV/Å):
C -0.9159 -1.1092 -0.5444
C 1.9570 -3.1426 -1.8644
C -0.2416 0.0780 -0.2287
C -0.0357 0.4918 1.6741
N 0.2421 1.9144 2.0069
N 2.2682 -1.9335 0.7390

Its charge is +1. The value obtained for the HOMO-LUMO gap is 0.273 Ha. For the relative energy (zero: lowest compared OMol25 entry of this formula, charge and spin), the calculation gives 88.7 kcal per mole. As for the spin multiplicity: 1. As for the HOMO energy: -11.61 eV. The calculation puts the LUMO energy at -0.1537 Eh.

***

2.
C4H9IN3O | ωB97M-V with the def2-TZVPD basis set

Element x y z (Å)
C  -0.601680  -1.906284  0.457958
C  1.326817  2.088333  0.987507
C  1.749828  1.426960  -0.070729
C  -0.492824  -0.235046  -1.321714
N  -1.148579  -2.089681  1.656132
N  -0.932434  -0.623842  -0.132490
N  0.247829  -0.970521  -2.083657
O  0.105542  -2.679744  -0.128559
I  2.919211  -0.333928  0.052062
H  1.536665  1.764356  1.993658
H  0.775266  3.007424  0.883484
H  1.601097  1.772047  -1.081550
H  -0.812126  0.745796  -1.662578
H  -0.953520  -2.963962  2.121843
H  -1.526717  0.002474  0.393784
H  -1.792397  -1.455747  2.100359
H  0.541274  -1.887444  -1.713459
H  0.566199  -0.663667  -2.992006

Forces on atoms 1 to 6 (eV/Å):
C -0.4760 1.1567 -0.2124
C -2.4558 3.7080 7.1044
C 2.7954 -5.6554 -7.2576
C 0.1218 1.0329 -0.1193
N -0.1904 -0.2603 0.5835
N -0.2367 -0.8129 0.9334

Its charge is +1. The value obtained for the HOMO-LUMO gap (spin up / spin down) is 0.197 / 0.258 Ha. As for the spin multiplicity: 3. As for the HOMO energy (spin up / spin down): -8.91 / -13.52 eV. The expectation value of S² is 2.0083. The calculation puts the LUMO energy (spin up / spin down) at -0.1305 / -0.2394 Eh.

***

3.
C4H9INO | ωB97M-V with the def2-TZVPD basis set

Element x y z (Å)
C  -1.393188  0.989081  0.084851
C  -0.789771  -0.033570  1.079041
C  0.084950  1.268677  -0.342138
C  1.512032  -0.408335  0.865787
N  0.465058  0.241680  0.527630
O  0.506612  -1.930336  -1.474071
I  3.292175  0.108002  0.148513
H  -1.867195  0.465700  -0.764588
H  -1.948137  1.772329  0.419330
H  -1.069613  0.186677  2.099504
H  -1.245640  -1.013066  0.950947
H  0.265725  1.206537  -1.374932
H  0.282013  2.306678  0.000664
H  1.572917  -1.033818  1.714446
H  0.106154  -1.336783  -2.067155
H  0.225911  -2.789450  -1.867834

Forces on atoms 1 to 6 (eV/Å):
C 1.4459 -2.9625 -2.4764
C -4.7267 0.1603 0.2603
C -2.2732 3.2648 0.2492
C 0.8472 1.9871 -0.8709
N 2.6839 -2.8145 2.3553
O 0.1731 -2.0968 0.5799

Its charge is +1. The value obtained for the HOMO-LUMO gap is 0.347 Ha. For the relative energy (zero: lowest compared OMol25 entry of this formula, charge and spin), the calculation gives 37.1 kcal per mole. As for the spin multiplicity: 1. As for the HOMO energy: -14.26 eV. The calculation puts the LUMO energy at -0.1769 Eh.

***

4.
C4H9INO | ωB97M-V with the def2-TZVPD basis set

Element x y z (Å)
C  -1.309405  -1.467468  0.208186
C  -1.664622  0.945828  -0.112193
C  2.458592  0.183374  1.848746
C  -1.032820  -0.416261  -0.524531
N  -0.431384  -0.480286  -1.846642
O  -1.463815  -2.240409  1.001671
I  3.001241  -0.209428  -0.194438
H  -2.725447  1.021919  0.403602
H  -2.077485  1.501222  -1.065558
H  -0.936198  1.586639  0.430300
H  2.010230  -0.752783  2.205241
H  1.673989  0.851558  1.730644
H  3.263245  0.612079  2.428285
H  -0.869805  -0.894017  -2.636013
H  0.556117  -0.795125  -1.821714
H  -0.452439  0.553161  -2.055586

Forces on atoms 1 to 6 (eV/Å):
C 0.9534 1.6257 -1.3063
C -2.0589 1.3428 -1.1368
C 0.0529 -1.5285 -0.3862
C -1.9574 1.3195 0.1087
N 1.3972 2.4451 0.6412
O -0.7373 -2.5686 2.0765

Its charge is +1. The value obtained for the HOMO-LUMO gap is 0.326 Ha. For the relative energy (zero: lowest compared OMol25 entry of this formula, charge and spin), the calculation gives 43.2 kcal per mole. As for the spin multiplicity: 1. As for the HOMO energy: -12.94 eV. The calculation puts the LUMO energy at -0.1496 Eh.

***

5.
C4H9IO | ωB97M-V with the def2-TZVPD basis set

Element x y z (Å)
C  -0.636526  1.782593  -0.611991
C  1.333211  -0.973741  -0.218064
C  -0.950930  0.340676  -0.068335
C  0.314581  -0.201825  0.531000
O  -0.356424  -1.481636  1.915987
I  -0.797313  -3.222657  1.154055
H  -1.530478  2.152358  -0.990922
H  0.152800  1.819745  -1.464074
H  -0.265190  2.584017  0.041266
H  1.060793  -1.697471  -0.964925
H  1.874010  -0.240394  -0.912290
H  2.121540  -1.231193  0.393952
H  -1.196524  -0.369649  -0.846264
H  -1.804540  0.407294  0.602820
H  0.680989  0.331882  1.437787

Forces on atoms 1 to 6 (eV/Å):
C 2.3616 -0.5979 -1.2461
C -0.0207 2.9209 -2.2986
C 1.5928 0.7355 -0.1706
C -1.4201 -1.8718 3.6915
O 0.8442 1.4780 -2.1166
I -0.0287 0.0951 0.0400

The value obtained for the HOMO-LUMO gap is 0.309 Ha. For the relative energy (zero: lowest compared OMol25 entry of this formula, charge and spin), the calculation gives 57.6 kcal per mole. As for the spin multiplicity: 1. As for the HOMO energy: -8.35 eV. The calculation puts the LUMO energy at 0.0020 Eh.

***

6.
C4H9ISi | ωB97M-V with the def2-TZVPD basis set

Element x y z (Å)
C  1.988388  -0.724256  -0.320388
C  1.128255  -0.087681  0.454606
C  -1.403923  -0.418617  -1.429241
C  -1.953174  1.270092  1.175993
Si  -0.584475  0.482884  0.021618
I  5.762685  -0.633056  0.465750
H  2.875890  -1.099715  0.165371
H  1.962495  -1.008560  -1.376242
H  1.479104  0.069609  1.417148
H  -2.272766  0.017386  -2.049886
H  -0.656359  -0.939186  -2.040288
H  -1.821090  -1.192031  -0.824447
H  -2.476488  1.996603  0.553342
H  -2.523685  0.585213  1.674721
H  -1.504855  1.681314  2.111937

Forces on atoms 1 to 6 (eV/Å):
C 1.4054 -1.1881 -1.0023
C -2.6479 0.5965 -1.0726
C -0.2741 0.7166 -0.5125
C 3.4599 1.0008 -0.3151
Si -0.3128 0.7524 -0.2884
I -0.1998 0.0519 -0.0539

The value obtained for the HOMO-LUMO gap (spin up / spin down) is 0.324 / 0.115 Ha. For the relative energy (zero: lowest compared OMol25 entry of this formula, charge and spin), the calculation gives 82.7 kcal per mole. As for the spin multiplicity: 1. As for the HOMO energy (spin up / spin down): -9.34 / -6.19 eV. The calculation puts the LUMO energy (spin up / spin down) at -0.0188 / -0.1125 Eh.

***

7.
C4H9N | ωB97M-V with the def2-TZVPD basis set

Element x y z (Å)
C  -0.407772  1.415114  1.852740
C  0.089329  0.032146  1.393394
C  0.034659  -0.139370  0.052086
N  0.237534  -1.299178  -0.701532
C  0.219705  -0.971413  -2.164226
H  0.317887  2.169485  2.108288
H  -0.921964  1.953335  1.021029
H  -1.171345  1.343846  2.653837
H  0.561191  -0.676243  2.054633
H  -0.569654  0.604625  -0.438586
H  1.020928  -1.808252  -0.320231
H  1.101806  -1.369804  -2.657228
H  -0.782960  -1.369928  -2.519680
H  0.270655  0.115637  -2.334524

Forces on atoms 1 to 6 (eV/Å):
C -1.1402 -0.3674 -0.2852
C 0.0659 1.6830 -1.1306
C -1.3992 -1.1852 1.3809
N 0.4163 1.8254 -0.0701
C -0.8514 -0.8359 0.7392
H 0.8152 -0.0580 0.6501

Its charge is -1. The value obtained for the HOMO-LUMO gap (spin up / spin down) is 0.097 / 0.301 Ha. For the relative energy (zero: lowest compared OMol25 entry of this formula, charge and spin), the calculation gives 25.1 kcal per mole. As for the spin multiplicity: 2. As for the HOMO energy (spin up / spin down): 1.50 / -4.13 eV. The expectation value of S² is 0.7504. The calculation puts the LUMO energy (spin up / spin down) at 0.1518 / 0.1488 Eh.

***

8.
C4H9N | ωB97M-V with the def2-TZVPD basis set

Element x y z (Å)
N  -0.111452  -0.530203  0.363531
C  0.352271  -0.339115  -0.965615
C  1.878576  -0.535551  -0.946624
C  2.231471  -0.117012  0.441325
C  0.887303  0.150967  1.132619
H  -7.414731  1.170850  0.712468
H  -0.135264  -1.046895  -1.656780
H  0.191751  0.694531  -1.400254
H  -7.325608  0.868196  0.024833
H  2.469189  -0.294703  -1.822420
H  2.120810  -1.357363  -0.026103
H  3.177004  0.223260  0.826099
H  0.924111  -0.164728  2.174528
H  0.754569  1.277767  1.142391

Forces on atoms 1 to 6 (eV/Å):
N 0.1141 0.2137 0.2166
C -0.0141 -0.7624 -0.2946
C -0.4550 0.4065 0.4261
C -0.7099 0.6520 0.4588
C 0.2312 -0.0169 -0.3132
H 0.0599 -0.2145 -0.4891

Its charge is -1. The value obtained for the HOMO-LUMO gap (spin up / spin down) is 0.203 / 0.203 Ha. For the relative energy (zero: lowest compared OMol25 entry of this formula, charge and spin), the calculation gives 89.5 kcal per mole. As for the spin multiplicity: 2. As for the HOMO energy (spin up / spin down): -1.17 / -1.17 eV. The expectation value of S² is 0.7558. The calculation puts the LUMO energy (spin up / spin down) at 0.1601 / 0.1601 Eh.

***

9.
C4H9N | ωB97M-V with the def2-TZVPD basis set

Element x y z (Å)
C  -0.000170  1.595699  0.039534
C  0.119658  0.289841  -0.651771
C  -0.956190  -0.718167  -0.243851
C  0.181642  -1.503090  0.483544
H  -0.043370  1.504002  1.115726
H  -0.923178  2.172373  -0.169336
H  0.902506  2.280114  -0.208557
H  0.233024  0.413002  -1.776952
H  -1.613082  -0.102988  0.350429
H  -1.521336  -1.241895  -1.054710
H  0.425055  -2.576458  0.282511
H  0.213014  -1.257018  1.568039
H  1.879140  -0.234472  0.428121
N  1.103288  -0.620944  -0.162726

Forces on atoms 1 to 6 (eV/Å):
C 1.0280 2.5378 -0.1333
C -0.2409 -0.2515 -2.6744
C -0.7404 -0.4395 -0.7082
C -0.1907 0.0424 1.1430
H 0.2843 -0.3683 0.4950
H 0.4273 -0.3802 -0.4880

As for the SMILES: C[C@@H]1CCN1. The value obtained for the HOMO-LUMO gap is 0.354 Ha. For the relative energy (zero: lowest compared OMol25 entry of this formula, charge and spin), the calculation gives 30.7 kcal per mole. As for the spin multiplicity: 1. As for the HOMO energy: -8.44 eV. The calculation puts the LUMO energy at 0.0434 Eh.

***

10.
C4H9N | ωB97M-V with the def2-TZVPD basis set

Element x y z (Å)
C  -1.276574  -1.743030  0.016752
N  -0.624639  -0.588070  -0.510712
C  0.002980  0.181938  0.568804
C  1.817576  1.629303  -0.319112
C  0.532086  1.490872  0.009283
H  -1.892684  -2.421033  -0.580561
H  -0.506365  -2.488100  0.280483
H  -1.788915  -1.573833  0.977287
H  -0.985748  0.085902  -1.169602
H  0.903777  -0.327363  0.948902
H  -0.677412  0.167334  1.434421
H  2.005652  2.540576  -0.882994
H  2.662926  0.969430  -0.194598
H  -0.172656  2.076074  -0.578347

Forces on atoms 1 to 6 (eV/Å):
C 0.1533 -1.5958 0.6872
N 1.0870 0.7991 0.1922
C 0.8162 -0.4389 0.0043
C -0.7269 1.3112 -0.5088
C 0.0648 -1.7774 -0.6664
H -0.3133 1.0366 -0.6706

As for the SMILES: C=CCNC. The value obtained for the HOMO-LUMO gap is 0.361 Ha. For the relative energy (zero: lowest compared OMol25 entry of this formula, charge and spin), the calculation gives 39.0 kcal per mole. As for the spin multiplicity: 1. As for the HOMO energy: -8.56 eV. The calculation puts the LUMO energy at 0.0461 Eh.

***

11.
C4H9N | ωB97M-V with the def2-TZVPD basis set

Element x y z (Å)
C  1.724508  -0.252319  0.163346
C  0.780976  0.868410  -0.005230
C  -0.508186  0.287072  0.346543
C  -1.427544  -0.651481  -0.635479
H  1.505152  -0.920613  1.288420
H  2.909086  0.172828  0.552324
H  1.670080  -1.223310  -0.618954
H  0.985929  1.661379  0.812212
H  0.808223  1.225697  -1.082984
H  -0.880372  0.190332  1.288248
H  -1.921268  -1.439175  -0.090331
H  -1.207089  -0.916170  -1.741480
H  -2.653996  0.409829  0.029972
N  -1.785500  0.587521  -0.306609

Forces on atoms 1 to 6 (eV/Å):
C 4.3162 -4.2577 3.8780
C -0.0676 1.4614 0.0029
C -4.5619 -1.8310 -3.2353
C 4.0984 -3.3120 -1.5422
H 0.2655 2.1190 -3.2509
H -3.2926 -1.5020 -2.0428

As for the SMILES: CC[C@@H]1CN1. The value obtained for the HOMO-LUMO gap is 0.363 Ha. For the relative energy (zero: lowest compared OMol25 entry of this formula, charge and spin), the calculation gives 108.0 kcal per mole. As for the spin multiplicity: 1. As for the HOMO energy: -8.72 eV. The calculation puts the LUMO energy at 0.0424 Eh.

***

12.
C4H9N | ωB97M-V with the def2-TZVPD basis set

Element x y z (Å)
C  -0.570472  -0.007572  0.440822
C  0.395552  -0.996955  -0.049472
C  1.588106  -0.043220  0.083954
C  0.377599  0.941934  -0.220775
H  -1.910509  -0.344937  -0.942715
H  -2.378358  0.882543  0.116588
H  -0.461065  -0.043373  1.530624
H  0.488394  -2.059191  0.373058
H  -0.002367  -1.145585  -1.171361
H  2.395841  -0.076138  -0.576105
H  1.935540  0.231987  1.145222
H  -0.167969  0.865275  -1.213033
H  0.283959  1.974322  0.413997
N  -1.974248  -0.179089  0.069193

Forces on atoms 1 to 6 (eV/Å):
C -0.3686 -1.4543 2.3856
C 0.2758 -5.4005 -1.6157
C -2.7961 1.8687 0.8900
C -1.2865 4.1367 1.6494
H -0.5196 -0.0514 0.1582
H 0.8230 -3.2713 -0.1307

The value obtained for the HOMO-LUMO gap is 0.398 Ha. For the relative energy (zero: lowest compared OMol25 entry of this formula, charge and spin), the calculation gives 58.5 kcal per mole. As for the spin multiplicity: 1. As for the HOMO energy: -9.59 eV. The calculation puts the LUMO energy at 0.0452 Eh.

***

In eV, the total energy values for the records above are, in order, -23464.2046; -18902.0051; -15923.3340; -15923.0698; -14438.9063; -20268.7967; -5781.0987; -5778.3046; -5782.4796; -5782.1187; -5779.1287; -5781.2758.